This record from OMol25 describes the molecule C4H6BrN in a non-equilibrium geometry. The level of theory is ωB97M-V/def2-TZVPD.

The geometry in XYZ format:
```
12
Properties=species:S:1:pos:R:3
C -1.99 -0.63 0.00
N -0.90 -0.59 0.61
C 0.18 0.16 0.21
C 0.25 1.47 0.25
C 1.36 -0.70 -0.15
Br 3.18 -0.02 0.11
H -2.76 -1.34 0.27
H -2.39 0.10 -0.94
H -0.52 2.04 0.72
H 1.00 2.09 -0.21
H 1.43 -1.56 0.36
H 1.18 -1.02 -1.22
```

## Properties
HOMO in eV: -9.2
Frontier orbital gap in eV: 9.76
Relative energy (zero: lowest compared OMol25 entry of this formula, charge and spin) in kcal/mol: 29.0
LUMO energy in eV: 0.5823
Calculated total energy in eV: -75775.6625


This record from OMol25 describes a structure of composition C4H6BrN2 in a non-equilibrium geometry. The level of theory is ωB97M-V/def2-TZVPD.

The geometry in XYZ format:
```
13
Properties=species:S:1:pos:R:3
C -3.33 -0.22 -0.02
C 4.34 1.06 0.06
C -2.00 0.05 0.29
C 2.10 0.07 -0.02
N 3.22 0.47 0.10
N -1.01 0.01 -0.54
Br 1.03 -1.30 0.01
H -3.99 0.07 0.80
H -3.77 -0.75 -0.82
H 4.88 1.22 -1.00
H 4.80 1.39 0.99
H -1.86 0.61 1.11
H -1.46 -0.42 -1.43
```

## Properties
HOMO (spin up / spin down) in eV: -12.2 / -13.3
Frontier orbital gap (spin up / spin down) in eV: 5.53 / 8.80
Net charge: +1
Relative energy (zero: lowest compared OMol25 entry of this formula, charge and spin) in kcal/mol: 151.1
LUMO energy (spin up / spin down) in eV: -6.6838 / -4.4807
Calculated total energy in eV: -77254.3544


This record from OMol25 describes the molecule C4H6BrN3 in a non-equilibrium geometry. The level of theory is ωB97M-V/def2-TZVPD.

The geometry in XYZ format:
```
14
Properties=species:S:1:pos:R:3
C -0.42 -1.51 -0.09
C -0.65 -0.51 -1.00
C 1.95 0.03 -0.25
C -1.49 1.46 0.42
N 0.68 -1.98 0.30
N 1.84 -1.19 0.27
N -1.04 0.69 -0.89
Br 3.72 0.75 -0.02
H -1.22 -2.20 0.30
H -0.88 1.31 1.22
H -1.55 2.47 0.05
H -2.45 1.15 0.79
H 2.60 -1.82 0.54
H -1.09 1.35 -1.65
```

## Properties
HOMO in eV: -8.0
Frontier orbital gap in eV: 8.59
Relative energy (zero: lowest compared OMol25 entry of this formula, charge and spin) in kcal/mol: 116.5
LUMO energy in eV: 0.5813
Calculated total energy in eV: -78752.4200


This record from OMol25 describes a structure of composition C4H6BrNO2 in a non-equilibrium geometry. The level of theory is ωB97M-V/def2-TZVPD.

The geometry in XYZ format:
```
14
Properties=species:S:1:pos:R:3
C 1.58 -0.52 -0.01
C 0.87 0.89 -0.04
C 0.17 -1.07 0.13
C -0.44 0.17 -0.41
N -2.14 0.61 0.49
O -1.96 0.78 1.64
O -3.05 0.61 -0.26
Br -1.02 0.23 -2.26
H 2.01 -0.61 -1.00
H 2.31 -0.98 0.82
H 0.55 1.34 0.95
H 1.29 1.75 -0.71
H -0.10 -1.95 -0.45
H -0.08 -1.24 1.10
```

## Properties
HOMO in eV: -9.6
Frontier orbital gap in eV: 10.14
Relative energy (zero: lowest compared OMol25 entry of this formula, charge and spin) in kcal/mol: 125.3
LUMO energy in eV: 0.5782
Calculated total energy in eV: -79867.5092


This record from OMol25 describes the molecule C4H6BrNO2S in a non-equilibrium geometry. The level of theory is ωB97M-V/def2-TZVPD.

The geometry in XYZ format:
```
15
Properties=species:S:1:pos:R:3
C 0.27 0.77 2.99
C 0.10 -0.11 1.76
S -0.56 0.75 0.36
C -0.28 -0.31 -0.86
C -0.51 0.08 -2.63
Br -0.97 1.83 -3.20
N 0.07 -0.84 -3.45
O 0.52 -1.88 -2.92
O -0.08 -0.64 -4.62
H 0.70 0.16 3.79
H 0.89 1.59 2.51
H -0.61 1.36 3.46
H -0.64 -0.95 2.07
H 1.09 -0.41 1.36
H 0.02 -1.39 -0.63
```

## Properties
HOMO (spin up / spin down) in eV: -8.4 / -8.0
Frontier orbital gap (spin up / spin down) in eV: 7.13 / 6.36
Relative energy (zero: lowest compared OMol25 entry of this formula, charge and spin) in kcal/mol: 119.8
LUMO energy (spin up / spin down) in eV: -1.2953 / -1.6759
Calculated total energy in eV: -90700.7366


This record from OMol25 describes a cluster of 2 separate species, C4H6BrNO5 in total in a non-equilibrium geometry. The level of theory is ωB97M-V/def2-TZVPD.

The geometry in XYZ format:
```
17
Properties=species:S:1:pos:R:3
O -0.69 -2.00 1.06
N -0.78 -0.78 0.82
O 0.20 0.10 1.29
C -1.73 -0.17 0.12
Br -3.08 -1.29 -0.70
C -1.78 1.31 -0.12
O -3.09 1.70 -0.48
H 0.96 -0.50 1.58
H -1.40 1.82 0.70
H -1.09 1.49 -0.97
H -3.26 1.55 -1.40
O 1.73 -0.23 -2.34
C 2.11 -0.53 -1.24
C 2.66 -0.95 -0.12
O 3.02 -0.05 0.88
H 2.43 -1.97 0.13
H 3.79 0.51 0.78
```

## Properties
HOMO (spin up / spin down) in eV: -8.7 / -8.7
Frontier orbital gap (spin up / spin down) in eV: 8.61 / 8.61
Relative energy (zero: lowest compared OMol25 entry of this formula, charge and spin) in kcal/mol: 0.0
LUMO energy (spin up / spin down) in eV: -0.1322 / -0.1321
Calculated total energy in eV: -86009.1583


This record from OMol25 describes a structure of composition C4H6CaF10N5O23S10 in a non-equilibrium geometry. The level of theory is ωB97M-V/def2-TZVPD.

The geometry in XYZ format:
```
59
Properties=species:S:1:pos:R:3
Ca -6.18 -24.62 3.93
N -10.68 -24.90 1.66
S -9.95 -25.54 2.73
O -10.60 -26.52 3.58
O -8.64 -25.04 3.19
F -9.42 -26.54 1.65
S -11.61 -23.92 2.66
O -10.98 -23.19 3.76
O -13.00 -24.37 2.94
F -11.94 -22.63 1.67
N -6.07 -22.48 3.70
S -4.64 -21.54 3.45
O -4.24 -20.69 4.54
O -4.33 -21.17 2.08
F -3.67 -22.81 3.61
S -6.90 -21.15 3.69
O -7.01 -20.38 2.44
O -7.22 -20.52 4.95
F -8.23 -21.99 3.51
N -8.22 -24.99 -0.53
S -7.02 -25.67 -1.52
O -5.99 -26.38 -0.77
O -6.70 -25.03 -2.77
F -7.94 -26.92 -1.98
S -7.25 -24.11 0.17
O -6.57 -23.03 -0.49
O -6.58 -24.64 1.31
F -8.37 -23.16 0.90
N -5.74 -26.25 5.32
S -6.83 -27.33 6.00
O -7.49 -26.84 7.19
O -6.83 -28.77 5.68
F -7.98 -26.88 4.92
S -4.80 -26.68 6.44
O -4.37 -28.07 6.41
O -4.92 -25.96 7.72
F -3.50 -25.89 5.91
N -3.90 -27.19 1.41
S -5.18 -27.80 2.25
O -6.41 -27.07 2.61
O -4.84 -29.01 3.02
F -5.68 -28.42 0.82
S -3.32 -26.49 2.64
O -2.57 -27.29 3.61
O -3.98 -25.29 3.13
F -2.15 -25.80 1.77
C -10.65 -20.99 7.26
C -10.02 -22.29 7.67
C -10.80 -23.52 7.17
O -9.77 -24.22 6.39
C -8.71 -23.50 6.18
O -7.77 -23.84 5.48
O -8.80 -22.40 6.98
H -9.90 -20.37 6.78
H -10.95 -20.42 8.14
H -11.47 -21.16 6.57
H -9.87 -22.28 8.75
H -11.56 -23.19 6.47
H -11.08 -24.19 7.98
```

## Properties
HOMO (spin up / spin down) in eV: -5.9 / -5.9
Frontier orbital gap (spin up / spin down) in eV: 8.86 / 3.98
Net charge: -2
2S+1: 2
LUMO energy (spin up / spin down) in eV: 2.9116 / -1.9475
Calculated total energy in eV: -212746.6583


This record from OMol25 describes a structure of composition C4H6CeFO4 in a non-equilibrium geometry. The level of theory is ωB97M-V/def2-TZVPD.

The geometry in XYZ format:
```
16
Properties=species:S:1:pos:R:3
C 0.66 -1.87 -2.07
O 0.33 -0.54 -2.25
Ce 1.29 1.43 -3.04
H 0.45 -2.21 -1.04
H 0.08 -2.54 -2.74
H 1.73 -2.08 -2.26
C -0.11 1.55 0.11
O -1.30 1.01 0.37
C -1.25 0.27 1.56
C 0.07 0.69 2.19
O 0.72 1.41 1.13
O 0.10 2.27 -0.84
F -1.25 -1.06 1.24
H -2.15 0.47 2.16
H -0.06 1.36 3.04
H 0.69 -0.17 2.46
```

## Properties
HOMO (spin up / spin down) in eV: -10.2 / -12.6
Frontier orbital gap (spin up / spin down) in eV: 6.07 / 8.23
Net charge: +1
2S+1: 3
Relative energy (zero: lowest compared OMol25 entry of this formula, charge and spin) in kcal/mol: 0.0
LUMO energy (spin up / spin down) in eV: -4.1392 / -4.3548
Calculated total energy in eV: -28073.8390


This record from OMol25 describes a cluster of 5 separate species, C4H6Cl16O4P2 in total. The level of theory is ωB97M-V/def2-TZVPD.

The geometry in XYZ format:
```
32
Properties=species:S:1:pos:R:3
O 1.26 -0.09 0.98
P 0.81 0.56 -0.27
O 1.61 0.04 -1.57
O 1.11 2.16 -0.23
P -1.40 0.34 -0.71
O -3.08 0.20 -0.95
H 2.42 -0.40 -1.25
H 0.80 2.56 -1.05
H -1.10 0.06 -2.05
H -1.56 1.67 -0.27
H -1.43 -0.76 0.15
H -3.45 1.07 -1.11
Cl 4.42 -1.45 -0.54
C 5.66 -1.16 -1.78
Cl 5.77 0.57 -2.09
Cl 7.21 -1.76 -1.20
Cl 5.21 -2.00 -3.26
Cl 1.50 -2.47 6.06
C 1.93 -1.33 4.77
Cl 3.15 -0.21 5.38
Cl 2.57 -2.21 3.39
Cl 0.49 -0.43 4.29
Cl -4.79 -2.36 -2.60
C -4.41 -1.93 -4.26
Cl -5.56 -0.72 -4.84
Cl -2.77 -1.26 -4.34
Cl -4.49 -3.36 -5.28
Cl -2.39 3.85 1.42
C -2.38 2.93 2.93
Cl -1.50 1.42 2.69
Cl -1.58 3.88 4.18
Cl -4.04 2.58 3.41
```

## Properties
HOMO in eV: -9.4
Frontier orbital gap in eV: 9.31
LUMO energy in eV: -0.0606
Calculated total energy in eV: -231371.5565


This record from OMol25 describes the molecule C4H6Cl2 in a non-equilibrium geometry. The level of theory is ωB97M-V/def2-TZVPD.

The geometry in XYZ format:
```
12
Properties=species:S:1:pos:R:3
C -1.70 0.41 -0.55
C -0.82 -0.53 -0.18
Cl -1.49 -1.99 0.31
C 0.62 -0.36 -0.40
C 1.18 0.41 0.78
Cl 1.40 -1.89 -0.35
H -2.76 0.47 -0.38
H -1.30 1.26 -1.10
H 0.59 0.21 -1.35
H 2.26 0.68 0.66
H 0.75 1.42 0.84
H 1.25 -0.10 1.73
```

## Properties
HOMO in eV: -9.4
Frontier orbital gap in eV: 10.18
Relative energy (zero: lowest compared OMol25 entry of this formula, charge and spin) in kcal/mol: 21.2
LUMO energy in eV: 0.8225
Calculated total energy in eV: -29288.9324


This record from OMol25 describes the molecule C4H6Cl2 in a non-equilibrium geometry. The level of theory is ωB97M-V/def2-TZVPD.

The geometry in XYZ format:
```
12
Properties=species:S:1:pos:R:3
Cl 2.50 -1.33 -0.01
C 1.92 0.28 -0.46
C 0.45 0.42 -0.22
C -0.45 -0.42 0.19
C -1.88 -0.10 0.56
Cl -3.03 -1.01 -0.40
H 2.22 0.48 -1.51
H 2.39 1.08 0.17
H 0.08 1.44 -0.41
H -0.16 -1.44 0.08
H -1.93 -0.35 1.56
H -2.12 0.96 0.46
```

## Properties
HOMO in eV: -9.9
Frontier orbital gap in eV: 10.88
Relative energy (zero: lowest compared OMol25 entry of this formula, charge and spin) in kcal/mol: 10.6
LUMO energy in eV: 0.9377
Calculated total energy in eV: -29289.3916


This record from OMol25 describes a structure of composition C4H6Cl2O3 in a non-equilibrium geometry. The level of theory is ωB97M-V/def2-TZVPD.

The geometry in XYZ format:
```
15
Properties=species:S:1:pos:R:3
C 0.41 -0.73 -0.70
C 0.63 -0.65 -2.91
C -1.29 0.54 2.69
C 0.09 0.47 0.76
O 1.02 -1.69 -0.53
O 0.10 -0.07 -1.72
O -1.01 -0.04 1.40
Cl 1.69 0.35 1.60
Cl -0.06 2.04 0.18
H 0.04 -1.46 -3.23
H 1.77 -1.05 -2.67
H 0.73 0.13 -3.70
H -0.37 0.53 3.32
H -2.17 0.05 2.94
H -1.58 1.57 2.57
```

## Properties
HOMO in eV: -9.5
Frontier orbital gap in eV: 10.23
Relative energy (zero: lowest compared OMol25 entry of this formula, charge and spin) in kcal/mol: 0.0
LUMO energy in eV: 0.7059
Calculated total energy in eV: -35430.3109


This record from OMol25 describes a cluster of 2 separate species, C4H6Cl3O4P in total in a non-equilibrium geometry. The level of theory is ωB97M-V/def2-TZVPD.

The geometry in XYZ format:
```
18
Properties=species:S:1:pos:R:3
C 0.61 -1.00 0.72
C -1.81 0.46 0.79
C -0.22 -0.58 -0.49
C 0.47 -0.42 -1.67
O 0.38 2.10 -0.30
O 2.51 0.83 -0.13
O 1.84 1.82 -2.37
O -1.42 -0.11 -0.44
P 1.50 1.41 -1.00
Cl -0.46 -0.02 -3.07
Cl 1.88 -1.31 -1.97
Cl -2.13 -2.04 3.62
H 1.60 -0.41 0.69
H -0.02 -0.79 1.64
H 1.14 -1.97 0.58
H -2.78 1.09 0.59
H -1.17 1.22 1.24
H -1.92 -0.25 1.59
```

## Properties
HOMO (spin up / spin down) in eV: 0.7 / -1.8
Frontier orbital gap (spin up / spin down) in eV: 4.47 / 5.02
Net charge: -2
2S+1: 3
LUMO energy (spin up / spin down) in eV: 5.1731 / 3.2152
Calculated total energy in eV: -59290.0010


This record from OMol25 describes the molecule C4H6ClF2N in a non-equilibrium geometry. The level of theory is ωB97M-V/def2-TZVPD.

The geometry in XYZ format:
```
14
Properties=species:S:1:pos:R:3
N -0.54 1.08 -1.07
C -0.02 0.31 -0.13
C 1.39 0.09 0.53
Cl 2.62 -0.72 -0.67
C -1.05 -0.12 0.95
C -0.69 -1.05 -0.22
F -1.49 -1.16 -1.34
F -0.14 -2.21 0.01
H 0.23 1.94 -0.83
H -0.66 0.96 -2.29
H 1.38 -0.58 1.41
H 1.75 1.07 0.75
H -0.85 -0.15 2.16
H -1.92 0.56 0.74
```

## Properties
HOMO in eV: -9.4
Frontier orbital gap in eV: 9.98
Relative energy (zero: lowest compared OMol25 entry of this formula, charge and spin) in kcal/mol: 89.1
LUMO energy in eV: 0.5774
Calculated total energy in eV: -23688.5069


This record from OMol25 describes the molecule C4H6ClFS in a non-equilibrium geometry. The level of theory is ωB97M-V/def2-TZVPD.

The geometry in XYZ format:
```
13
Properties=species:S:1:pos:R:3
C -0.41 -1.31 -0.23
C -0.16 0.05 0.28
F -0.38 -0.09 1.63
C -1.13 1.11 -0.28
S -2.34 1.77 0.53
C 1.34 0.33 0.09
Cl 1.87 1.90 0.72
H -0.50 -1.28 -1.34
H 0.45 -1.97 0.03
H -1.34 -1.67 0.23
H -0.90 1.23 -1.36
H 1.64 0.36 -0.98
H 1.83 -0.44 0.67
```

## Properties
HOMO in eV: -9.1
Frontier orbital gap in eV: 8.58
Relative energy (zero: lowest compared OMol25 entry of this formula, charge and spin) in kcal/mol: 13.1
LUMO energy in eV: -0.4797
Calculated total energy in eV: -30319.6450